Here is a structure of composition C41H41N6O8PS2Sc from OMol25. Energies are from ωB97M-V/def2-TZVPD.

XYZ file:
```
100
Properties=species:S:1:pos:R:3:forces:R:3:lowdin_charge:R:1
Sc -0.08711 0.29057 0.56128 0.036 0.833 -1.151 0.981
N 0.48894 -4.69828 6.10443 0.091 0.040 -0.024 0.117
C 0.95193 -3.73367 5.24367 -0.074 -0.108 0.006 -0.307
C 0.97932 -3.97407 3.86206 0.001 0.025 0.067 -0.020
C 1.46362 -3.01454 3.00078 0.025 0.010 0.039 -0.077
C 1.93358 -1.80111 3.50108 -0.400 -0.286 0.154 -0.307
C 1.93725 -1.55796 4.87586 0.061 -0.075 -0.128 -0.051
C 1.44843 -2.51933 5.73486 0.012 0.039 0.040 -0.017
S 2.51024 -0.61444 2.38593 0.482 0.763 -0.198 0.637
O 2.60596 -1.23498 1.07091 0.109 -0.032 -0.208 -0.336
O 3.69297 -0.01543 2.92404 -0.010 0.102 0.155 -0.263
N 1.38946 0.54102 2.06379 -0.245 -0.173 0.779 -0.168
C 0.61034 1.21355 2.97786 1.039 -0.239 -0.293 -0.461
N -0.45613 1.72440 2.34600 -0.038 -0.102 -0.093 0.054
C -1.31497 2.42928 3.06957 -0.187 0.052 -0.172 -0.093
C -1.11561 2.62963 4.41541 0.084 0.013 0.120 -0.031
C 0.01926 2.04372 4.96982 0.076 -0.090 -0.066 -0.081
N 0.90052 1.33710 4.26658 -0.306 0.185 0.220 0.172
H -0.02613 -5.47641 5.73566 -0.013 0.015 -0.013 0.095
H 0.29567 -4.45256 7.05799 -0.010 0.024 -0.001 0.096
H 0.62858 -4.92342 3.47294 0.001 0.019 0.020 0.111
H 1.48886 -3.20107 1.93550 -0.009 0.039 0.058 0.105
H 2.33194 -0.62711 5.26052 -0.035 -0.032 -0.059 0.110
H 1.45672 -2.34095 6.80460 -0.004 -0.009 -0.050 0.115
H -2.17565 2.83147 2.54848 -0.007 -0.021 -0.011 0.127
H -1.80734 3.20724 5.00858 0.014 -0.013 0.025 0.105
H 0.22873 2.15094 6.02904 0.020 -0.007 -0.020 0.119
O 2.21634 0.91350 -0.67616 0.036 -0.044 -0.020 -0.071
N 1.36049 -0.07204 -1.23140 0.055 -0.040 0.164 -0.078
C 1.76464 -0.45223 -2.37100 -0.279 -0.223 -0.085 -0.039
C 1.12164 -1.44294 -3.25844 0.255 0.281 0.322 -0.186
C 1.88596 -1.76447 -4.38237 0.026 -0.060 -0.098 -0.030
C 1.45745 -2.71710 -5.28869 -0.022 0.012 0.028 -0.053
C 0.24692 -3.35873 -5.07082 0.026 -0.011 -0.031 -0.046
C -0.52308 -3.03006 -3.96620 -0.043 -0.038 0.038 -0.068
C -0.10906 -2.07475 -3.04129 -0.134 0.000 0.062 -0.284
P -1.24397 -1.65044 -1.63768 -0.229 -0.411 -0.103 1.147
C -2.78154 -1.41586 -2.62987 0.143 0.136 -0.168 -0.358
C -2.79817 -0.22373 -3.36052 -0.018 0.030 0.001 -0.125
C -3.86336 0.10451 -4.18386 0.017 -0.020 0.056 -0.083
C -4.94872 -0.75811 -4.28529 0.009 -0.019 0.021 -0.081
C -4.94032 -1.94881 -3.57640 0.062 0.005 0.029 -0.065
C -3.86106 -2.28188 -2.76137 -0.040 -0.026 0.019 -0.078
C -1.44021 -3.28816 -0.82710 -0.003 0.033 -0.057 -0.361
C -0.37027 -4.18260 -0.75442 -0.006 0.065 -0.013 -0.081
C -0.47643 -5.35911 -0.02630 -0.048 0.052 0.008 -0.070
C -1.65513 -5.66226 0.64351 -0.004 0.026 -0.016 -0.076
C -2.71980 -4.77365 0.59561 0.076 0.027 -0.029 -0.071
C -2.60837 -3.59142 -0.12548 -0.098 0.105 0.005 -0.135
H 2.69987 0.40021 0.01293 -0.072 0.064 -0.048 0.068
H 2.70224 -0.02236 -2.71368 0.028 0.008 -0.079 0.145
H 2.83433 -1.26228 -4.53579 -0.028 -0.027 0.001 0.117
H 2.06199 -2.95803 -6.15314 -0.011 0.000 0.024 0.113
H -0.10243 -4.11512 -5.76250 0.005 0.030 0.013 0.115
H -1.47299 -3.53141 -3.82093 0.015 0.026 0.020 0.115
H -1.94736 0.44682 -3.28484 0.006 0.036 0.021 0.095
H -3.85134 1.02851 -4.75092 0.018 -0.027 0.014 0.101
H -5.78846 -0.50807 -4.92171 0.023 -0.009 0.013 0.107
H -5.77428 -2.63420 -3.66260 0.021 0.004 0.016 0.110
H -3.87964 -3.22621 -2.23573 0.030 -0.009 -0.016 0.097
H 0.56372 -3.96094 -1.25583 -0.005 0.019 -0.054 0.112
H 0.36448 -6.04025 0.01562 -0.016 0.017 -0.007 0.110
H -1.74190 -6.58720 1.19940 0.000 0.018 0.001 0.107
H -3.63842 -4.99283 1.12529 0.008 0.004 -0.012 0.111
H -3.44769 -2.89949 -0.12871 0.108 -0.040 0.030 0.099
O -0.60584 3.69652 0.07143 -0.037 0.013 0.002 0.062
C -0.82277 2.93014 -0.86888 0.175 -0.176 0.335 -0.565
O -0.83473 1.66074 -0.86645 -0.157 0.534 -0.118 -0.103
C -1.11155 3.58728 -2.22364 -0.170 0.121 -0.252 -0.137
N -0.97084 5.07810 -1.97146 -0.112 -0.250 -0.325 0.094
C -2.30558 5.73390 -2.20774 0.079 -0.068 0.034 -0.091
C -3.29125 4.59138 -2.02307 0.042 -0.051 -0.021 -0.133
C -2.56591 3.40673 -2.67068 0.025 0.140 -0.007 -0.110
H -0.37391 3.24987 -2.94793 -0.019 0.040 -0.053 0.167
H -0.21172 5.50953 -2.49058 -0.025 -0.017 -0.039 0.184
H -0.72364 5.04518 -0.95698 0.068 0.113 0.387 0.138
H -2.32012 6.10810 -3.22894 0.027 0.008 -0.033 0.134
H -2.42004 6.56516 -1.51873 -0.016 0.013 0.033 0.135
H -4.24563 4.81339 -2.49456 -0.012 -0.017 0.009 0.127
H -3.46957 4.40431 -0.96226 0.019 0.004 -0.017 0.128
H -2.64168 3.46395 -3.75785 0.011 -0.016 0.003 0.127
H -2.94962 2.44181 -2.35293 -0.021 -0.041 -0.012 0.092
C -7.78479 -0.36955 -0.24654 0.062 0.006 0.034 -0.047
C -6.33896 -0.30178 0.17994 -0.046 -0.014 0.002 -0.272
C -5.39369 0.36814 -0.59021 0.056 0.033 -0.054 -0.032
C -4.06244 0.42384 -0.20544 -0.245 0.068 -0.194 -0.020
C -3.65576 -0.19667 0.96029 0.456 0.311 -0.121 -0.336
C -4.57792 -0.82990 1.77638 -0.126 -0.058 0.090 -0.025
C -5.90572 -0.88379 1.36874 -0.052 -0.006 0.018 -0.028
S -1.62398 -1.51032 2.23276 0.027 -0.194 -0.471 0.915
O -2.30459 -0.13330 1.25107 -0.090 -0.491 0.447 -0.336
O -1.38431 -0.91651 3.52080 0.047 0.025 0.061 -0.351
O -0.36200 -1.48130 1.35080 -0.728 -0.906 1.011 -0.543
H -7.88372 -0.24108 -1.32536 0.027 -0.002 0.034 0.074
H -8.37653 0.41294 0.23417 0.027 -0.011 0.001 0.084
H -8.23248 -1.32703 0.02076 0.018 0.011 0.006 0.079
H -5.69467 0.83658 -1.52246 0.004 -0.025 0.035 0.112
H -3.32244 0.93102 -0.80937 0.034 -0.063 -0.015 0.085
H -4.28630 -1.26788 2.72348 0.014 0.002 -0.055 0.108
H -6.62401 -1.38871 2.00526 0.014 -0.001 -0.023 0.119
```
Positions in Å, forces in eV/Å.

The gap between HOMO and LUMO comes out at 7.209 eV. As for the energy above the lowest of the compared OMol25 structures with the same formula, charge and spin: 26.5 kcal per mole. The charge is +1.